(1)
{"formula": "C15H25ClCuN4O5", "method": "ωB97M-V/def2-TZVPD", "multiplicity": 2, "e_above_lowest_kj_mol": 11.7, "e_lumo_ev": [-5.4, -6.7], "orbital_gap_ha": [0.364, 0.316], "charge": 2, "symbols": ["Cu", "O", "C", "O", "C", "O", "C", "C", "O", "O", "H", "H", "H", "H", "H", "N", "C", "C", "C", "N", "C", "C", "N", "C", "H", "H", "H", "H", "H", "H", "H", "H", "H", "H", "H", "H", "H", "H", "H", "H", "Cl", "C", "C", "C", "C", "N", "C", "H", "H", "H", "H"], "positions_angstrom": [[-0.51706, 0.31467, 0.21378], [-1.28826, 0.61906, 4.28239], [-0.83592, 0.91751, 3.08727], [-1.11693, 0.23482, 2.11125], [0.03047, 2.15685, 3.14134], [0.30603, 2.68631, 1.87819], [1.69220, 2.76597, 1.56416], [2.22497, 1.42631, 1.08282], [3.42114, 1.16773, 0.98531], [1.32381, 0.59588, 0.71761], [-1.83340, -0.18493, 4.25974], [0.93024, 1.86252, 3.69324], [-0.49857, 2.88460, 3.76192], [2.27933, 3.13528, 2.40523], [1.77943, 3.48456, 0.74832], [3.83209, -1.55989, 0.03489], [2.40630, -1.60930, -0.45505], [1.75302, -2.96679, -0.46775], [0.28905, -2.79059, -0.90130], [-0.51739, -1.99413, 0.07936], [0.19581, -2.12250, -2.26875], [0.92873, -0.79053, -2.36377], [0.14588, 0.32844, -1.73470], [2.34721, -0.89344, -1.79480], [3.93937, -2.06133, 0.91829], [4.04633, -0.56323, 0.23721], [4.51225, -1.93684, -0.62859], [1.91524, -0.99892, 0.28474], [1.78301, -3.41503, 0.52954], [2.23360, -3.67143, -1.15278], [-0.13205, -3.79564, -0.98256], [-0.40699, -2.39511, 1.00836], [-1.49291, -2.17473, -0.14983], [-0.84924, -1.99678, -2.56696], [0.63404, -2.80267, -3.00264], [1.02995, -0.52941, -3.41935], [-0.64565, 0.53227, -2.34086], [0.72988, 1.16250, -1.77276], [2.78459, 0.10516, -1.70389], [2.94547, -1.44144, -2.53105], [-5.45011, -0.14524, -2.45689], [-4.45555, 0.75305, -1.38892], [-4.90381, 1.92403, -0.79304], [-4.04595, 2.60235, 0.05609], [-2.78212, 2.09383, 0.29083], [-2.35830, 0.96185, -0.28294], [-3.17578, 0.30640, -1.11067], [-5.89991, 2.29164, -0.99877], [-4.35193, 3.52364, 0.53054], [-2.07368, 2.60802, 0.93179], [-2.80793, -0.60538, -1.56559]]}

(2)
{"formula": "C15H25ClF6N2O7", "method": "ωB97M-V/def2-TZVPD", "multiplicity": 1, "e_lumo_ev": 0.4, "smiles": "C[C@@H](Cl)COC(=O)NC[C@H](O)CN.CCOC(=O)C(F)(F)F.CCOC(=O)C(F)(F)F", "orbital_gap_ha": 0.358, "charge": 0, "symbols": ["C", "C", "Cl", "C", "O", "C", "O", "N", "C", "C", "O", "C", "N", "H", "H", "H", "H", "H", "H", "H", "H", "H", "H", "H", "H", "H", "H", "H", "C", "C", "O", "C", "O", "C", "F", "F", "F", "H", "H", "H", "H", "H", "C", "C", "O", "C", "O", "C", "F", "F", "F", "H", "H", "H", "H", "H"], "positions_angstrom": [[-2.71375, -0.37795, -0.96423], [-3.04895, -1.10395, -2.25468], [-4.77946, -0.86270, -2.67956], [-2.25708, -0.60107, -3.45208], [-0.87221, -0.68799, -3.11029], [-0.01421, -0.33835, -4.09149], [-0.36821, 0.06558, -5.17701], [1.31207, -0.49819, -3.70727], [2.03456, -1.57814, -4.38888], [3.22585, -1.05856, -5.23581], [3.78276, 0.10555, -4.65399], [2.87942, -0.86112, -6.71863], [4.01405, -1.22788, -7.59374], [-3.50693, -0.47763, -0.22419], [-2.59534, 0.69053, -1.17143], [-1.76923, -0.73561, -0.55198], [-2.93475, -2.18496, -2.15430], [-2.46627, -1.21088, -4.33403], [-2.55509, 0.42449, -3.68597], [1.41817, -0.51031, -2.70485], [1.34082, -2.10463, -5.05085], [2.40226, -2.31034, -3.66711], [4.02811, -1.80158, -5.20808], [3.29224, 0.87337, -4.96343], [2.61551, 0.19033, -6.87829], [2.00515, -1.45743, -6.98616], [4.33734, -0.41893, -8.10818], [3.71064, -1.89283, -8.29253], [-4.85123, -1.11500, 5.10195], [-5.06776, 0.36184, 4.86147], [-3.85624, 0.99792, 4.39413], [-3.59552, 0.87462, 3.10578], [-4.24413, 0.30589, 2.27936], [-2.29362, 1.63018, 2.76792], [-1.33117, 1.36851, 3.65864], [-2.51558, 2.94874, 2.76832], [-1.85750, 1.27642, 1.56366], [-4.02535, -1.27098, 5.79601], [-5.75229, -1.55519, 5.52730], [-4.62043, -1.63445, 4.17275], [-5.31069, 0.88001, 5.78581], [-5.86638, 0.54288, 4.14369], [2.38819, 2.96807, 3.61177], [2.04205, 1.50099, 3.49252], [3.14141, 0.66736, 3.92120], [3.25375, 0.48263, 5.22594], [2.54866, 0.91883, 6.08552], [4.44784, -0.45260, 5.51345], [5.52187, -0.10323, 4.80193], [4.12012, -1.71019, 5.18903], [4.76314, -0.41847, 6.80177], [3.29961, 3.19125, 3.05686], [1.57614, 3.57293, 3.20931], [2.54512, 3.24996, 4.65219], [1.87004, 1.22263, 2.45520], [1.15250, 1.24962, 4.06556]]}

(3)
{"formula": "C15H25CoN5O4S3Sb", "method": "ωB97M-V/def2-TZVPD", "multiplicity": 1, "e_above_lowest_kj_mol": 74.4, "e_lumo_ev": -0.6, "orbital_gap_ha": 0.254, "charge": 0, "symbols": ["Co", "C", "C", "N", "C", "S", "N", "N", "C", "C", "C", "C", "C", "C", "C", "N", "H", "H", "H", "H", "H", "H", "H", "H", "H", "H", "H", "H", "H", "C", "O", "C", "S", "S", "H", "H", "H", "C", "Sb", "C", "C", "H", "H", "H", "H", "H", "H", "H", "H", "H", "O", "N", "O", "O"], "positions_angstrom": [[0.00095, -0.35486, 1.32771], [-5.63788, -0.56725, 1.38925], [-5.05579, -1.64897, 2.28604], [-3.81699, -1.23856, 2.94476], [-2.64389, -1.15015, 2.27991], [-1.37227, -0.22835, 3.02574], [-2.52391, -1.78036, 1.13709], [-1.27532, -1.58390, 0.61021], [-1.09618, -1.88676, -0.62776], [-2.17505, -2.35640, -1.53932], [0.29508, -1.70072, -1.08758], [0.76420, -2.17708, -2.29714], [2.10731, -2.00219, -2.60243], [2.92849, -1.36888, -1.69075], [2.38083, -0.91778, -0.49828], [1.09579, -1.07794, -0.20398], [-6.51240, -0.94774, 0.85791], [-4.90187, -0.23854, 0.65598], [-5.94636, 0.30320, 1.97104], [-4.83074, -2.54345, 1.70866], [-5.75475, -1.92378, 3.07588], [-3.90492, -0.59304, 3.71289], [-3.13564, -2.02987, -1.15138], [-2.19399, -3.44679, -1.61449], [-2.01868, -1.94528, -2.53666], [0.09572, -2.68683, -2.97567], [2.50249, -2.36467, -3.54244], [3.97980, -1.21308, -1.88771], [2.99169, -0.41713, 0.23603], [4.37384, -1.09598, 3.31010], [3.61903, 0.03451, 2.84086], [2.32854, -0.11324, 2.59311], [1.46876, -1.56406, 2.66029], [1.41102, 1.20132, 2.14627], [5.40521, -0.88600, 3.04651], [4.03257, -2.01268, 2.83322], [4.26814, -1.17485, 4.39076], [3.72651, 3.49348, -1.93377], [2.03076, 2.39019, -1.17526], [1.24528, 2.00622, -3.13397], [0.87356, 4.12895, -0.71304], [3.40598, 4.25821, -2.64393], [4.41396, 2.81344, -2.44099], [4.25699, 3.97494, -1.11092], [1.34143, 2.89076, -3.76529], [0.18948, 1.74730, -3.04764], [1.79552, 1.18139, -3.58951], [1.43656, 5.02381, -0.97749], [0.64385, 4.14826, 0.35207], [-0.06064, 4.09692, -1.26982], [-1.76816, 2.17952, -1.26464], [-1.68970, 1.39919, -0.33343], [-2.63609, 0.94166, 0.27139], [-0.45810, 1.02388, -0.00837]]}

(4)
{"formula": "C15H25CuN2O6S", "method": "ωB97M-V/def2-TZVPD", "multiplicity": 1, "e_above_lowest_kj_mol": 0.0, "e_lumo_ev": 0.1, "orbital_gap_ha": 0.289, "charge": 0, "symbols": ["Cu", "C", "C", "C", "O", "C", "O", "O", "H", "H", "H", "H", "H", "H", "H", "O", "C", "N", "C", "O", "C", "C", "C", "C", "N", "C", "H", "H", "H", "H", "H", "H", "H", "H", "C", "C", "S", "O", "C", "C", "H", "H", "H", "H", "H", "H", "H", "H", "H", "H"], "positions_angstrom": [[-0.07074, 0.90156, -1.31481], [0.68900, 2.53941, 1.76338], [-0.52295, 1.64627, 1.58067], [-1.18108, 1.30087, 2.89850], [-0.00974, 0.42861, 0.97281], [-1.51743, 2.36709, 0.61676], [-2.50118, 2.90972, 1.11262], [-1.20167, 2.36578, -0.62316], [1.42242, 2.05450, 2.41116], [0.38482, 3.48560, 2.21147], [1.14696, 2.74485, 0.79468], [-0.45712, 0.83235, 3.56926], [-2.02122, 0.61830, 2.73952], [-1.58411, 2.19978, 3.35900], [-0.71861, -0.22608, 1.00107], [3.25616, -3.54476, 2.35397], [4.29332, -3.18005, 1.46679], [3.71635, -2.13476, 0.65466], [4.43398, -1.56497, -0.33583], [5.57398, -1.91326, -0.59574], [3.74725, -0.48845, -1.12291], [4.52195, 0.46609, -1.76398], [3.89057, 1.47418, -2.46651], [2.50642, 1.50143, -2.50050], [1.74920, 0.57304, -1.90521], [2.37201, -0.41166, -1.24425], [3.58339, -4.22012, 2.95511], [4.60261, -4.01043, 0.82890], [5.17273, -2.80525, 1.99702], [2.83339, -1.75862, 0.96225], [5.60023, 0.39721, -1.69904], [4.45478, 2.24233, -2.97684], [1.97244, 2.28707, -3.01802], [1.72478, -1.16328, -0.80893], [-3.97237, 1.87417, -2.01693], [-4.27876, 0.41218, -1.73216], [-3.02788, -0.31200, -0.67141], [-1.78105, -0.45190, -1.51542], [-3.72352, -1.97878, -0.52664], [-4.02826, -2.33072, 0.92371], [-4.75200, 2.28853, -2.65798], [-3.01220, 1.97865, -2.51689], [-3.91553, 2.45777, -1.09746], [-4.27658, -0.20357, -2.63619], [-5.22643, 0.27919, -1.20359], [-2.94226, -2.60886, -0.95307], [-4.61016, -2.04429, -1.15738], [-3.16452, -2.14639, 1.56512], [-4.29042, -3.38518, 1.01117], [-4.86096, -1.74313, 1.31127]]}

(5)
{"formula": "C15H25EuFIO2P2", "method": "ωB97M-V/def2-TZVPD", "multiplicity": 7, "e_above_lowest_kj_mol": 1898.2, "e_lumo_ev": [-8.5, -8.6], "orbital_gap_ha": [0.195, 0.225], "charge": 2, "symbols": ["C", "C", "H", "H", "H", "O", "I", "Eu", "P", "C", "C", "H", "H", "H", "H", "H", "H", "C", "H", "H", "H", "P", "C", "C", "H", "H", "H", "C", "H", "H", "H", "H", "H", "H", "C", "O", "F", "C", "C", "C", "C", "C", "C", "H", "H", "H", "H"], "positions_angstrom": [[0.26346, -1.00271, -3.74440], [0.29296, 0.08519, -2.67810], [0.27676, -0.52931, -4.72950], [-0.62364, -1.62911, -3.62280], [1.11326, -1.67851, -3.62230], [0.32366, 1.25489, -3.01970], [0.26866, -0.97671, 2.17400], [0.28026, -0.43541, -0.66150], [2.64366, -0.61251, -0.56480], [3.44886, 0.93129, -0.01780], [3.25716, -1.88061, 0.58770], [4.28966, -2.14261, 0.33390], [4.55966, -1.04721, -2.00730], [2.61226, -2.75921, 0.52780], [3.12146, -1.96951, -2.51190], [3.06366, 1.18479, 0.97400], [3.20236, -1.47701, 1.60180], [3.47486, -1.00191, -2.14730], [4.53486, 0.80239, 0.02470], [3.23246, -0.23601, -2.88860], [3.20706, 1.74059, -0.71220], [-2.08934, -0.47751, -0.56010], [-2.80374, 1.11099, -0.01510], [-2.94424, -0.82301, -2.14000], [-2.17994, -2.62071, 0.53590], [-3.81904, -1.90751, 0.34600], [-2.69084, -1.30481, 1.60980], [-2.77224, -1.70591, 0.59630], [-2.64424, -1.80861, -2.50390], [-4.02954, -0.80971, -1.99720], [-3.89544, 1.04529, 0.02800], [-2.51564, 1.90409, -0.71060], [-2.66294, -0.07221, -2.88300], [-2.40414, 1.34309, 0.97640], [0.33246, 1.35939, -0.19090], [0.36456, 2.47169, 0.11580], [-1.05874, 2.59069, 5.13460], [-0.95954, 1.92749, 3.95380], [0.17686, 2.10519, 3.23500], [0.42136, 1.54359, 2.00090], [-0.91714, 0.52479, 0.83290], [-2.13614, 0.27699, 2.43650], [-1.98394, 1.08279, 3.58950], [0.95936, 2.70929, 3.68870], [1.44916, 1.75329, 1.81420], [-3.24494, 0.08999, 2.49890], [-2.79514, 1.07049, 4.31190]]}

Sequential largest force on an atom output: 0.45 0.69 0.96 0.45 12.85 eV/A